Entry from OMol25: C6H9N in the gas phase (wB97M-V/def2-TZVPD).

## Properties
SMILES string	C1[C@H]2C[C@H]3[C@@H]1N3C2
HOMO-LUMO gap	11.069	eV
charge	0
largest force on an atom	10.28	eV Å⁻¹

Cartesian coordinates (Å):
C: 0.53 -0.83 -0.20
H: 1.30 -1.44 -0.87
H: -2.27 0.91 -0.82
H: 2.02 0.70 0.95
C: -0.05 1.17 0.49
H: -0.07 2.01 1.29
C: -1.14 0.66 -0.16
N: -0.93 0.28 1.16
H: -0.99 -0.92 -1.68
H: 0.19 0.42 -1.98
C: -0.38 -0.17 -1.12
H: 0.30 -1.39 1.67
H: -1.14 -1.75 0.94
C: 1.26 0.47 0.14
C: -0.29 -0.95 0.98
H: 1.68 0.83 -0.78

Entry from OMol25: C5H7NO in the gas phase (wB97M-V/def2-TZVPD).

## Properties
SMILES string	C[C@H]1C=CNC1=O
HOMO-LUMO gap	9.740	eV
charge	0
largest force on an atom	0.83	eV Å⁻¹

Cartesian coordinates (Å):
H: -1.42 -0.54 -2.17
C: -0.81 -0.47 0.90
C: 0.58 -0.18 0.38
C: -1.59 -0.81 -0.12
C: 1.12 1.21 0.68
H: 1.29 -0.93 0.74
H: -1.12 -0.43 1.94
O: 1.27 -0.22 -1.99
C: 0.42 -0.39 -1.13
N: -0.91 -0.81 -1.35
H: 0.42 1.99 0.36
H: 2.07 1.36 0.16
H: -2.63 -1.10 -0.16
H: 1.29 1.34 1.76

Entry from OMol25: a molecular structure, C48H45N4O2P2ReS2 (wB97M-V/def2-TZVPD).

## Properties
HOMO-LUMO gap (spin up / spin down)	6.274 / 5.695	eV
charge	+1
2S+1	4
largest force on an atom	2.36	eV Å⁻¹

Cartesian coordinates (Å):
C: 0.43 -1.98 4.94
S: -1.44 -0.94 1.62
C: 0.06 -1.12 7.19
C: 1.75 -3.87 0.86
C: -4.65 3.25 -0.11
H: 4.06 0.23 -4.11
C: 0.61 2.66 1.20
H: 2.42 3.44 -4.37
H: -0.94 1.78 -7.02
C: -0.99 1.33 -6.03
C: 0.58 4.32 2.95
H: -1.48 2.19 -2.78
H: -6.31 0.87 1.66
H: 4.95 -2.74 -0.73
C: 2.03 -6.24 0.57
C: 1.30 0.60 4.14
H: -3.69 0.79 -2.87
C: 1.18 -0.41 3.15
H: -2.72 -2.73 -0.62
H: -0.62 -0.66 -6.74
C: 1.21 3.72 1.86
C: -1.31 1.57 -3.66
H: -5.13 -3.22 -0.36
C: 2.94 3.31 -3.42
H: 1.10 2.19 0.34
C: -3.99 -0.07 -2.29
C: 2.92 -5.99 -0.46
H: -2.54 3.25 -0.50
C: -1.13 0.20 -3.50
C: -0.88 -0.61 -4.61
C: -0.50 0.52 -0.67
C: 0.95 0.36 5.42
H: 3.39 -6.82 -0.99
C: 0.48 -0.92 5.86
H: -0.11 -4.04 4.65
H: -0.73 -1.67 -4.48
H: -0.86 -4.36 6.99
H: 1.32 0.48 -3.12
H: 0.94 2.76 -2.67
C: 4.72 2.11 -2.35
C: -5.75 -1.47 -1.45
C: -0.63 2.20 1.62
C: 3.74 1.75 -1.19
C: -3.04 -0.92 -1.72
H: -0.73 -2.50 8.61
H: 4.44 -1.08 -1.00
C: 0.83 -1.73 3.56
C: -5.71 2.58 0.50
H: 4.00 -2.32 -2.19
H: 1.91 3.64 -1.49
O: 2.94 -2.31 -0.39
C: -4.21 0.84 1.22
C: 1.95 2.89 -2.29
H: -2.24 2.44 3.04
C: -3.38 2.72 -0.05
C: -0.41 -2.35 7.59
H: 0.12 -0.30 7.90
O: 1.44 -0.07 1.93
H: 5.48 1.33 -2.50
H: 2.18 4.09 1.53
H: 1.01 1.17 6.14
H: 0.75 -5.33 2.05
C: -3.16 1.50 0.61
H: 1.64 1.58 3.82
H: -6.81 -1.69 -1.33
P: -1.28 -0.51 -1.85
C: 3.30 0.99 -3.93
H: 2.62 -0.37 -2.32
N: 2.38 1.61 -1.71
C: 2.34 0.58 -2.76
H: -6.08 0.30 -2.61
H: 3.74 2.53 -0.41
H: -1.36 3.21 -5.04
H: -1.16 4.31 4.23
H: 1.04 5.15 3.46
H: 1.78 -7.26 0.85
N: 1.22 -2.69 1.50
H: 3.45 4.24 -3.19
Re: 0.68 -1.10 0.31
C: -1.23 2.14 -4.92
N: 1.03 -2.81 2.78
C: 2.65 -3.64 -0.16
H: -6.71 3.00 0.46
H: -4.04 -0.10 1.74
P: -1.47 0.90 0.70
C: -0.66 3.85 3.38
C: 3.24 -4.69 -0.83
H: 4.03 0.81 -0.70
C: -5.35 -0.35 -2.15
C: -1.27 2.80 2.71
C: 4.16 -2.11 -1.13
N: 3.96 2.26 -3.60
C: -4.81 -2.33 -0.89
H: 3.95 -4.52 -1.62
C: 1.45 -5.17 1.24
H: -4.83 4.18 -0.62
S: -0.16 -2.22 -1.69
C: -3.45 -2.05 -1.02
H: 5.25 3.04 -2.15
C: -0.47 -3.40 6.67
C: -0.06 -3.23 5.37
H: 2.74 1.13 -4.86
C: -5.49 1.38 1.17
C: -0.81 -0.03 -5.87

Entry from OMol25: C2H5N3OS in the gas phase (wB97M-V/def2-TZVPD).

## Properties
SMILES string	[H]/N=C(/N)ONC=S
HOMO-LUMO gap	9.072	eV
charge	0
largest force on an atom	2.36	eV Å⁻¹

Cartesian coordinates (Å):
H: 0.82 -1.40 0.77
N: 0.74 -0.67 1.49
H: 0.44 -1.09 -2.90
N: -0.28 -0.65 -1.05
C: -0.08 0.20 1.07
O: -0.60 0.39 -0.17
H: -1.10 -1.29 -1.31
H: -0.42 1.01 2.83
C: 0.56 -0.35 -2.07
S: 1.72 0.82 -2.09
H: -1.35 1.73 1.55
N: -0.46 1.29 1.87